1.
Density functional theory data (ωB97M-V with the def2-TZVPD basis set) for H2N2O2S in the gas phase at a distorted geometry.

Atoms and positions in Å:
S  -1.54  -1.18  0.17
H  0.27  -0.05  0.96
O  -2.06  1.31  -0.14
N  -2.59  0.24  -0.04
N  0.05  -0.55  0.10
O  -3.75  -0.01  -0.03
H  0.21  -0.07  -0.79

Results
2S+1 = 1
gap between HOMO and LUMO = 10.88 eV
net charge = 0


2.
Density functional theory data (ωB97M-V with the def2-TZVPD basis set) for C5H7NOS in the gas phase.

Atoms and positions in Å:
H  -2.54  0.34  -0.38
H  0.55  1.22  1.64
C  -0.27  0.65  1.19
H  -0.44  1.92  -0.80
H  -1.04  -2.08  -0.37
O  -1.39  0.73  2.00
H  -1.61  -0.31  -1.74
C  -0.43  0.91  -0.35
C  0.75  -0.02  -0.48
N  -1.17  -1.22  0.19
H  -1.87  -0.09  1.83
H  0.66  -1.48  1.30
S  2.12  -0.08  -1.32
C  -1.57  -0.05  -0.67
C  0.14  -0.76  0.69

Results
2S+1 = 1
gap between HOMO and LUMO = 8.33 eV
net charge = 0


3.
Density functional theory data (ωB97M-V with the def2-TZVPD basis set) for a molecular structure, C16H32ClMoNOP2 at a distorted geometry.

Atoms and positions in Å:
H  0.09  -3.42  4.32
C  3.21  1.12  -0.88
H  2.67  -2.63  -0.22
C  -0.04  1.27  -3.70
O  -0.80  -2.05  1.44
C  0.02  3.49  -4.65
H  -3.03  1.39  -1.47
H  0.01  -5.03  2.32
C  3.40  -0.24  1.67
H  -1.55  -3.26  3.65
C  0.00  2.10  -4.81
H  -0.59  -1.81  3.97
H  -4.41  -1.21  -0.12
H  1.05  -2.40  2.24
H  -0.08  0.19  -3.77
H  -4.25  1.47  -0.15
H  2.88  2.10  -0.51
H  0.02  1.65  -5.81
C  -0.53  -2.85  3.62
H  2.69  -1.76  -1.78
H  -0.07  3.66  -1.23
P  2.46  -0.24  0.10
H  -2.64  -0.79  2.68
C  3.05  -1.74  -0.74
C  0.17  1.86  1.58
H  0.06  4.13  -5.54
C  0.02  -2.87  2.21
H  -2.72  2.40  -0.02
H  -3.11  -1.47  -1.34
C  0.19  -4.26  1.57
H  -2.69  0.99  2.65
C  -0.02  1.85  -2.40
H  -4.12  0.06  2.12
C  -0.04  3.26  -2.25
C  -3.02  0.08  2.14
H  2.92  1.04  -1.93
H  4.46  -0.45  1.47
C  0.00  4.07  -3.37
H  3.30  0.73  2.17
H  -3.01  -2.30  0.24
H  4.16  -1.78  -0.75
C  -3.32  -1.38  -0.26
H  2.99  -1.01  2.33
H  -0.52  -4.40  0.74
H  4.31  1.07  -0.81
H  -0.76  2.41  1.73
Mo  0.05  0.28  0.29
H  1.21  -4.40  1.19
N  0.02  1.06  -1.28
Cl  0.42  0.83  3.06
C  -3.18  1.47  -0.38
H  0.02  5.15  -3.25
H  1.04  2.53  1.50
P  -2.41  0.02  0.43

Results
2S+1 = 3
gap between HOMO and LUMO (alpha / beta) = 5.99 / 7.47 eV
net charge = 0


4.
Density functional theory data (ωB97M-V with the def2-TZVPD basis set) for 3 unconnected molecules or ions with the total composition C4H10NO2 at a distorted geometry.

Atoms and positions in Å:
N  0.66  -1.60  1.24
H  -1.08  -1.96  1.57
O  -2.09  -1.98  1.49
C  0.88  -0.93  0.02
C  -0.03  0.03  -0.77
O  -1.86  2.01  -1.38
C  -0.68  2.00  -0.99
H  1.44  -1.35  1.84
H  -0.36  2.41  -0.01
H  -2.31  -1.07  1.59
C  1.37  0.44  0.02
H  0.07  2.28  -1.76
H  2.32  0.50  -0.51
H  1.02  0.97  0.89
H  1.44  -1.54  -0.72
H  -1.07  -0.25  -0.69
H  0.30  0.02  -1.81

Results
2S+1 = 1
gap between HOMO and LUMO = 6.43 eV
net charge = -1


no.,total energy (a.u.)
1,-659.2681
2,-722.8366
3,-1969.8719
4,-363.4839